C15H36AsF6NiO21S6 | ωB97M-V/def2-TZVPD

Gap between HOMO and LUMO (spin up / spin down) (Eh): 0.2297 / 0.0468
HOMO level (spin up / spin down) (eV): -12.18 / -12.18
Lowest unoccupied orbital energy (spin up / spin down) (Ha): -0.2179 / -0.4008
Total charge: +1
Spin multiplicity: 3

Last column: Löwdin spin population.
CARTESIAN COORDINATES (ANGSTROEM)
1 Ni -2.57478 -3.54220 5.03079  1.0001
2 As 0.58506 0.41657 0.85076  0.0000
3 F -0.11532 -0.52540 2.30512  0.0000
4 F 1.65493 -0.95562 0.45769  0.0000
5 F 1.20972 1.17552 -0.63472  0.0000
6 F -0.70008 1.58945 1.29453  0.0000
7 F 1.80369 1.25815 1.91513  0.0000
8 F -0.62790 -0.47629 -0.22848  0.0000
9 O -3.52557 -6.74840 0.55047  0.0000
10 S -3.61852 -7.94269 -0.33498  0.0000
11 O -2.57118 -8.94965 -0.29556  0.0000
12 O -5.10648 -8.72378 -0.07473  0.0000
13 C -5.33873 -9.93487 -0.80299  0.0000
14 C -6.67964 -10.39615 -0.33217  0.0000
15 C -3.65248 -7.29050 -2.03679  0.0000
16 H -4.48987 -10.60071 -0.64751  0.0000
17 H -5.59146 -9.65190 -1.82484  0.0000
18 H -6.98966 -11.43379 -0.20856  0.0000
19 H -7.51978 -9.98691 -0.89324  0.0000
20 H -6.86453 -10.11432 0.70441  0.0000
21 H -2.63211 -6.94897 -2.21085  0.0000
22 H -4.29691 -6.41142 -2.03074  0.0000
23 H -4.00173 -7.98627 -2.79970  0.0000
24 O -9.28273 -1.99235 1.22940  0.0000
25 S -7.86738 -1.67198 0.94249  0.0000
26 O -6.80977 -2.00815 1.91577  0.0000
27 O -7.54007 -2.66696 -0.32345  0.0000
28 C -8.49993 -2.85215 -1.39008  0.0000
29 C -9.23719 -4.13849 -0.93725  0.0000
30 C -7.69184 -0.05829 0.01687  0.0000
31 H -7.92206 -3.03708 -2.29560  0.0000
32 H -9.16717 -2.02140 -1.61976  0.0000
33 H -10.25297 -3.85781 -0.65884  0.0000
34 H -8.90562 -4.60013 -0.00718  0.0000
35 H -9.50628 -4.82532 -1.73972  0.0000
36 H -6.63816 0.07252 -0.22959  0.0000
37 H -7.97820 0.73145 0.71142  0.0000
38 H -8.46545 -0.14936 -0.74558  0.0000
39 O 4.12951 -5.96454 6.60219  0.0000
40 S 3.60671 -6.03776 5.28909  0.0000
41 O 2.28017 -5.59239 5.08164  0.0000
42 O 4.46636 -4.94782 4.32626  0.0000
43 C 5.86364 -4.92654 4.47058  0.0000
44 C 6.28434 -3.48817 4.33358  0.0000
45 C 3.93145 -7.65211 4.54416  0.0000
46 H 6.31864 -5.48550 3.65288  0.0000
47 H 6.21418 -5.21521 5.46148  0.0000
48 H 7.34038 -3.25295 4.46609  0.0000
49 H 5.58109 -2.86664 4.88788  0.0000
50 H 6.22641 -3.34021 3.25522  0.0000
51 H 5.00644 -7.80657 4.45122  0.0000
52 H 3.42793 -7.65867 3.57746  0.0000
53 H 3.52009 -8.33574 5.28682  0.0000
54 C 0.65218 8.15140 2.14726  0.0238
55 C -0.77936 8.71480 2.28179  0.0024
56 O -0.72902 9.97179 1.66159  -0.0105
57 S 0.80830 10.63252 1.78362  -0.0452
58 O 0.90044 11.67063 2.81987  0.2482
59 O 1.50875 10.92682 0.52158  0.3531
60 O 1.47494 9.29705 2.31235  0.1999
61 H 0.95520 7.69721 1.20386  0.0150
62 H 1.01684 7.42581 2.87433  0.0059
63 H -1.08055 8.84159 3.32165  0.0001
64 H -1.49128 8.05658 1.78379  -0.0002
65 C 1.92714 7.46948 -5.52180  0.0153
66 C 1.19842 7.70747 -6.85322  0.0106
67 O 2.08574 8.25646 -7.76382  0.0287
68 S 3.25802 9.19107 -7.01862  -0.0084
69 O 2.79309 10.51395 -6.61931  0.0486
70 O 4.58457 9.07384 -7.63826  0.0064
71 O 3.19008 8.18152 -5.71460  0.0684
72 H 2.24869 6.43757 -5.38089  0.0095
73 H 1.39153 7.64760 -4.58933  0.0057
74 H 0.22400 8.19408 -6.81058  0.0053
75 H 1.04876 6.81688 -7.46360  0.0053
76 C 8.34006 5.66627 -2.30219  0.0009
77 C 7.66606 5.78898 -0.92257  0.0007
78 O 8.74912 5.69921 0.01738  0.0020
79 S 10.02473 4.79080 -0.52431  -0.0007
80 O 10.01364 3.43639 0.05837  0.0021
81 O 11.29591 5.52319 -0.72475  0.0027
82 O 9.28127 4.66104 -1.95482  0.0038
83 H 8.91481 6.53624 -2.61988  0.0005
84 H 7.63789 5.27339 -3.03752  0.0000
85 H 7.05536 4.89421 -0.80199  0.0003
86 H 7.04548 6.68066 -0.83381  0.0000


C7H9F | ωB97M-V/def2-TZVPD

Gap between HOMO and LUMO (Eh): 0.3839
HOMO level (eV): -9.40
Lowest unoccupied orbital energy (Ha): 0.0383
Total charge: 0
ΔE to the lowest compared entry with this formula, charge and spin (eV): 3.177

Last column: Mulliken charge in e.
CARTESIAN COORDINATES (ANGSTROEM)
1 C 1.90917 0.03860 -0.00959  -1.3159
2 C 0.53642 -0.42026 0.16958  0.9654
3 C -0.46026 0.25506 1.06922  -0.0509
4 C -0.64382 1.31716 -0.05008  -0.5476
5 C -0.27935 0.05274 -0.90793  -0.3617
6 C -1.52522 -0.83213 -0.65780  -0.6526
7 C -1.61603 -0.74373 0.61738  -0.5920
8 H 2.36663 -0.53393 -1.01279  0.2693
9 H 2.76785 0.04808 0.87898  0.2874
10 H 2.15442 1.13109 -0.13690  0.2768
11 H -0.11237 0.28500 2.17920  0.3352
12 H -1.72512 1.68967 -0.18523  0.2723
13 H 0.09988 2.16331 -0.00058  0.2601
14 H 0.17825 0.14521 -1.90823  0.4208
15 H -2.08519 -1.38361 -1.32843  0.4963
16 H -2.29153 -1.43716 1.13756  0.3326
17 F 0.72625 -1.77510 0.14565  -0.3955


C25H22NO2 | ωB97M-V/def2-TZVPD

Gap between HOMO and LUMO (Eh): 0.2295
HOMO level (eV): -11.40
Lowest unoccupied orbital energy (Ha): -0.1893
Total charge: +1
ΔE to the lowest compared entry with this formula, charge and spin (eV): 0.381

Last column: Mulliken charge in e.
CARTESIAN COORDINATES (ANGSTROEM)
1 C 0.88945 5.94571 2.11706  -0.4894
2 C 1.27070 5.78511 0.78320  -0.4571
3 C 0.36623 5.28622 -0.15575  -0.3580
4 C -0.91246 4.93539 0.28230  0.4365
5 O -1.79874 4.27656 -0.58375  -0.4670
6 C -1.42676 2.96250 -0.89515  -0.1362
7 C -1.86379 1.91874 -0.05970  -0.7092
8 C -1.35880 0.64974 -0.24852  -0.2197
9 C -0.49353 0.33755 -1.33290  0.5460
10 C -0.21128 -1.02497 -1.62477  -0.6522
11 C 0.84956 -1.49085 -2.44164  1.0944
12 C 0.82427 -2.86097 -2.85092  -0.3736
13 C 1.59244 -3.30147 -3.91768  -0.6987
14 C 2.49158 -2.42018 -4.55321  -0.2604
15 C 2.63010 -1.10635 -4.07637  -0.7269
16 C 1.91918 -0.68237 -2.95466  -0.4182
17 C -0.10245 1.42014 -2.17475  -0.5299
18 C -0.55056 2.71345 -1.95415  -0.4599
19 C -1.32520 5.12126 1.60147  -0.2845
20 C -0.40287 5.60935 2.52375  -0.4060
21 H 1.60579 6.31999 2.84733  0.3794
22 H 2.27714 6.04470 0.45414  0.3588
23 H 0.64214 5.12956 -1.19803  0.3081
24 H -2.57309 2.13973 0.73978  0.4351
25 H -1.64075 -0.15836 0.42400  0.2344
26 H -0.99445 -1.75156 -1.39363  0.3218
27 H 0.16238 -3.54200 -2.30974  0.3697
28 H 1.47217 -4.32097 -4.29594  0.3949
29 H 3.06146 -2.75683 -5.42410  0.3914
30 H 3.27347 -0.39908 -4.60583  0.3969
31 H 2.16381 0.26411 -2.47623  0.8327
32 H 0.52268 1.22693 -3.03979  0.7621
33 H -0.21867 3.54207 -2.58865  0.6002
34 H -2.33226 4.82294 1.88499  0.4478
35 H -0.71239 5.72639 3.56182  0.3599
36 C -1.20293 -4.83328 4.82922  -0.7853
37 O -0.03083 -4.63424 4.00602  -0.3953
38 C -0.22151 -3.96661 2.82643  0.8762
39 C 0.91603 -3.57203 2.09513  -0.7963
40 C 0.75117 -2.80298 0.94989  -0.3372
41 N -0.44765 -2.40322 0.49575  -0.1974
42 C -1.53744 -2.87224 1.12839  -0.5396
43 C -1.48659 -3.65161 2.29075  -0.4353
44 H -0.79088 -5.18361 5.77727  0.2391
45 H -1.76800 -3.89489 4.97114  0.3516
46 H -1.86718 -5.59392 4.38527  0.3334
47 H 1.90612 -3.86323 2.42364  0.4319
48 H 1.60199 -2.48600 0.34422  0.3978
49 H -2.49545 -2.61254 0.67447  0.4390
50 H -2.42337 -3.99178 2.73845  0.3942


C10H9CoN2O2S2Se3Te | ωB97M-V/def2-TZVPD

Gap between HOMO and LUMO (spin up / spin down) (Eh): 0.2598 / 0.2049
HOMO level (spin up / spin down) (eV): -7.87 / -8.07
Lowest unoccupied orbital energy (spin up / spin down) (Ha): -0.0295 / -0.0917
Total charge: 0
Spin multiplicity: 5

Last column: Löwdin spin population.
CARTESIAN COORDINATES (ANGSTROEM)
1 Co 1.19028 -1.94524 -1.07360  2.6743
2 Se -0.03290 -3.80924 -1.94963  0.2302
3 Se 1.50304 -5.21315 -2.88461  0.2984
4 Te 3.71048 -4.09673 -2.92855  0.3739
5 Se 3.38996 -1.86079 -2.01958  0.2426
6 O -1.10070 1.98083 1.89389  0.0005
7 C -0.59127 1.11035 2.78447  0.0000
8 C -0.75583 1.42459 4.13394  0.0002
9 C -0.26923 0.58248 5.11102  -0.0006
10 C 0.39449 -0.59417 4.77110  0.0000
11 C 0.56104 -0.90644 3.43874  -0.0001
12 C 0.07946 -0.07351 2.42490  0.0023
13 C 0.30869 -0.48023 1.01965  0.0050
14 O 0.96338 -1.57073 0.80895  0.0845
15 N -0.15090 0.30418 0.06895  0.0037
16 N 0.16090 -0.19723 -1.19476  0.0376
17 C -0.23244 0.50357 -2.18985  0.0225
18 S -1.18360 1.95805 -2.03139  0.0108
19 C -1.13087 2.36244 -3.79609  0.0013
20 C -1.09550 1.06239 -4.57928  0.0009
21 S 0.17304 0.01795 -3.82588  0.0111
22 H -0.91771 1.62545 0.99765  0.0001
23 H -1.27328 2.34058 4.38317  0.0001
24 H -0.40815 0.84409 6.15237  0.0000
25 H 0.77427 -1.25217 5.53965  0.0000
26 H 1.07374 -1.81087 3.14293  0.0000
27 H -0.24809 2.96560 -4.00566  0.0002
28 H -2.02256 2.94388 -4.02724  0.0002
29 H -0.80992 1.22781 -5.61721  0.0000
30 H -2.05979 0.55627 -4.54805  0.0002


Question: Look up the total charge of the third one.
Answer: +1